[1]
Density functional theory data (ωB97M-V/def2-TZVPD) for one molecule with the formula C20H23FN2O3S.

HOMO-LUMO gap   9.7 eV
Strongest force on any atom   1.0 eV Å⁻¹
Relative energy (zero: lowest compared OMol25 entry of this formula, charge and spin)   0.1833 eV
SMILES   O=C(CN(c1ccccc1)S(=O)(=O)c1ccc(F)cc1)N1CCCCCC1
Multiplicity   1

The geometry in XYZ format:
```
50
C20H23FN2O3S | the OMol25 dataset | ωB97M-V/def2-TZVPD
O -1.20559 -2.10692 -1.50881
C -1.47399 -0.92536 -1.35926
C -0.34578 0.10699 -1.50399
N -0.12141 0.87572 -0.29551
C 0.71958 2.00723 -0.37994
C 0.48541 3.05668 0.50357
C 1.29263 4.17842 0.47505
C 2.32628 4.27472 -0.44235
C 2.55119 3.23794 -1.33084
C 1.75745 2.10452 -1.30110
S 0.11618 -0.06659 1.08709
O 0.37539 0.82050 2.17843
O -0.99926 -0.95287 1.19965
C 1.60556 -0.97510 0.69852
C 1.52506 -2.20067 0.06333
C 2.69527 -2.85038 -0.29388
C 3.90666 -2.24394 -0.00477
F 5.04574 -2.86918 -0.35372
C 3.99173 -1.01284 0.62707
C 2.81750 -0.37155 0.97939
N -2.72581 -0.47575 -1.19482
C -3.07218 0.92347 -1.05185
C -4.23460 1.18180 -0.08942
C -4.11224 0.42230 1.23369
C -4.76964 -0.95586 1.18142
C -3.99366 -1.95032 0.32491
C -3.77914 -1.47271 -1.11173
H 0.54305 -0.47052 -1.79518
H -0.59141 0.80352 -2.31206
H -0.31781 2.96981 1.21613
H 1.10803 4.98507 1.16823
H 2.95195 5.15402 -0.46657
H 3.35431 3.30410 -2.04985
H 1.95240 1.29912 -1.99264
H 0.55694 -2.62492 -0.15672
H 2.67668 -3.80705 -0.79070
H 4.95727 -0.57870 0.83149
H 2.82227 0.58411 1.47907
H -2.20078 1.45665 -0.67361
H -3.33137 1.33268 -2.04049
H -5.18741 0.93448 -0.56204
H -4.24451 2.25721 0.10208
H -3.06052 0.30522 1.49840
H -4.59634 1.00597 2.01976
H -4.83523 -1.35385 2.19578
H -5.79046 -0.85611 0.79961
H -4.52805 -2.90192 0.30350
H -3.01037 -2.11595 0.76654
H -4.69412 -1.05541 -1.53584
H -3.45715 -2.31942 -1.72345
```

=====

[2]
Density functional theory data (ωB97M-V/def2-TZVPD) for a 2-piece molecular cluster, C20H23FN2O4S2 overall.

HOMO-LUMO gap   8.7 eV
Strongest force on any atom   18.5 eV Å⁻¹
Relative energy (zero: lowest compared OMol25 entry of this formula, charge and spin)   18.7810 eV
Multiplicity   1

The geometry in XYZ format:
```
52
C20H23FN2O4S2 | the OMol25 dataset | ωB97M-V/def2-TZVPD
O -2.05260 1.11507 -1.63644
C -1.44839 0.02837 -2.12917
N -0.39887 0.14484 -2.95813
H 0.08225 -0.60287 -3.40751
C 0.35641 1.42112 -3.40166
C 1.53587 1.58508 -2.44576
H 1.85937 2.66385 -2.38622
H 2.45035 0.81639 -2.82592
S 1.45327 0.89340 -0.69774
C 0.34662 2.19316 0.06130
C 1.10879 3.65060 0.06802
C 0.56703 4.60473 -0.83967
C 1.03507 5.67531 -1.26095
C 2.26074 6.02857 -0.41725
C 2.99489 4.99314 0.18861
C 2.18175 3.93833 0.43846
H 2.64089 3.02752 0.91166
H 3.78492 5.29722 0.64399
H 2.80433 6.86479 -0.56671
H 0.45968 6.61136 -1.58933
H -0.47784 4.35360 -1.33892
H 0.28744 2.14416 1.24854
H -0.63448 2.25124 -0.20428
H 0.45550 1.86085 -4.16908
H -0.09420 2.23317 -2.76967
C -1.72702 -1.30718 -1.69310
C -1.69980 -2.40668 -2.69143
C -1.80905 -3.66645 -1.88241
C -2.28959 -3.66979 -0.71428
C -2.39848 -2.66391 0.10137
C -2.00481 -1.41808 -0.31484
H -2.09797 -0.56438 0.15575
S -2.56188 -2.85583 1.92724
O -3.08400 -4.15980 2.01155
O -3.25411 -1.67638 2.31697
N -0.96291 -2.78562 2.67937
C -0.16513 -1.62712 2.35520
H -1.22000 -0.62552 2.78946
C 0.90433 -1.55324 3.38930
H 1.52332 -0.52617 3.35909
O 1.53856 -2.68075 3.04828
C 0.91796 -3.65389 3.23185
H 1.75310 -4.57911 2.82569
C -0.20781 -3.88001 2.02962
H -0.61826 -4.75317 2.29511
H 0.15300 -4.01025 1.11124
H 0.55737 -4.11172 4.09400
H 0.38777 -1.78514 4.29832
H 0.17535 -1.39213 1.43196
H -2.37274 -4.60721 -0.22143
H -1.76980 -4.52786 -2.65486
F -1.22617 -2.30558 -3.79519
```

=====

[3]
Density functional theory data (ωB97M-V/def2-TZVPD) for C20H23N2O2RhSSe2 as an isolated structure.

HOMO-LUMO gap (alpha / beta)   6.2 / 6.2 eV
Strongest force on any atom   0.6 eV Å⁻¹
Multiplicity   1
Charge   +2

The geometry in XYZ format:
```
51
C20H23N2O2RhSSe2 | the OMol25 dataset | ωB97M-V/def2-TZVPD
Rh -1.05791 0.92228 0.46329
C 4.90062 -0.95665 -4.38961
C 4.04715 -0.71108 -3.18370
C 2.85208 0.00833 -3.28222
C 2.06559 0.23510 -2.17201
C 2.48114 -0.26503 -0.94080
C 3.66723 -0.98431 -0.80932
C 4.43698 -1.20088 -1.93552
S 1.52939 0.00870 0.47618
O 1.05553 1.43594 0.51642
O 2.20119 -0.48014 1.63341
N 0.04967 -0.61751 0.26447
C -0.56869 -1.86729 0.25675
C 0.00328 -3.10977 0.25581
C -0.82838 -4.24930 0.19191
C -2.18829 -4.14445 0.12901
C -2.80860 -2.86955 0.14042
C -4.20189 -2.66410 0.06245
C -4.71067 -1.39043 0.06279
C -3.83890 -0.30412 0.17026
N -2.52675 -0.45839 0.24517
C -1.98897 -1.73234 0.21617
H 4.50254 -0.46168 -5.27236
H 4.96695 -2.02587 -4.59612
H 5.91512 -0.59513 -4.21908
H 2.54310 0.39672 -4.24363
H 1.14605 0.79986 -2.26322
H 3.98024 -1.35060 0.15854
H 5.36348 -1.75293 -1.84370
H 1.07815 -3.22802 0.29287
H -0.36511 -5.22626 0.18513
H -2.80695 -5.02945 0.06348
H -4.86479 -3.51801 -0.00120
H -5.77240 -1.20566 -0.00950
H -4.20955 0.71261 0.19488
C 0.26642 1.47494 3.52558
Se -1.45070 0.95882 2.78198
C -2.39683 2.64268 3.11489
C -1.86786 3.75568 2.23976
Se -2.04382 3.22828 0.36266
C -0.50075 4.18049 -0.34051
H 0.06999 1.72987 4.56562
H 0.68893 2.30907 2.97504
H 0.91965 0.60888 3.45813
H -2.26688 2.84360 4.17915
H -3.45225 2.43417 2.93991
H -0.82182 3.97961 2.43859
H -2.45334 4.66451 2.37440
H -0.65424 5.23444 -0.12135
H -0.49753 4.03252 -1.41742
H 0.41342 3.80183 0.10616
```

=====

[4]
Density functional theory data (ωB97M-V/def2-TZVPD) for C20H23N3O2 as an isolated structure.

HOMO-LUMO gap   7.5 eV
Strongest force on any atom   14.6 eV Å⁻¹
Relative energy (zero: lowest compared OMol25 entry of this formula, charge and spin)   16.3004 eV
Multiplicity   1

The geometry in XYZ format:
```
48
C20H23N3O2 | the OMol25 dataset | ωB97M-V/def2-TZVPD
C 1.15268 3.10709 0.21943
N 1.05440 1.70037 0.41141
C 1.97911 0.80082 0.30429
C 1.26241 -0.50201 0.73546
C -0.10028 -0.34315 0.93266
C -0.34947 1.09383 0.90290
C -1.58038 1.87861 1.27859
O -1.44999 3.15286 1.46672
N -2.74865 1.48496 0.74104
H -3.43277 2.01120 1.08377
C -3.10807 0.47864 0.09829
C -4.04596 0.75869 -1.20740
C -4.28078 -0.76154 -2.02822
C -4.98970 -1.51818 -0.99893
C -4.14679 -1.99537 0.02942
C -3.84812 -0.76812 1.09097
H -3.11112 -1.16848 1.86602
H -4.72457 -0.33112 1.44087
H -3.11583 -2.34932 -0.26048
H -4.69040 -2.64628 0.91210
H -6.00081 -1.19220 -0.76866
H -5.35972 -2.40285 -1.46527
H -3.39780 -0.90651 -2.26925
H -5.00832 -0.24831 -2.57843
H -3.42356 1.55662 -1.97848
H -4.77098 1.15659 -0.74284
H -2.11634 -0.35013 -0.30490
H -0.80037 -0.69699 1.45151
C 1.80669 -1.77137 0.96730
O 1.40192 -2.81745 1.28865
N 3.24070 -1.57021 0.44956
C 3.83414 -0.57373 -0.09708
C 5.24357 -0.57301 -0.32585
C 5.84996 0.35930 -0.87155
C 5.16899 1.62443 -1.00122
C 3.92150 1.98821 -0.59596
C 3.21501 0.70060 -0.26945
H 3.37322 2.74391 -0.50840
H 5.69268 2.59379 -1.39854
H 6.79559 0.53097 -1.03495
H 5.83912 -1.61286 -0.09062
C 3.82484 -2.85131 0.86218
H 3.16427 -3.70370 1.04376
H 4.28132 -3.40275 -0.32054
H 4.69136 -2.75573 1.24772
H 0.39516 3.59671 0.48814
H 1.29584 3.17078 -0.89594
H 2.11632 3.32366 0.70020
```